Computed, not measured: a structure of composition C28H38BeN4O3P2S, with ωB97M-V/def2-TZVPD.

HOMO level in eV: -8.587
Energy above the lowest of the compared OMol25 structures with the same formula, charge and spin in eV: 0.000
Multiplicity: 1
Gap between HOMO and LUMO in Eh: 0.326

Element x y z (Å)
Be1 -0.04805 -0.21115 0.61155
C1 2.03076 0.51331 -1.25692
C2 1.11014 1.45160 -1.49215
C3 0.27904 1.56578 -2.73421
C4 -1.13486 0.95051 -2.63459
C5 -1.21973 -0.33019 -1.86939
C6 -0.29164 -1.29944 -1.85327
C7 0.94577 -1.34250 -2.69437
C8 2.20585 -0.77800 -1.99223
C9 -1.45559 -0.92414 1.23789
H1 2.79883 0.69761 -0.50017
H2 0.96194 2.26563 -0.76927
H3 0.80892 1.14791 -3.60285
H4 0.13840 2.64125 -2.93086
H5 -1.80133 1.67474 -2.13847
H6 -1.53219 0.83110 -3.65869
H7 -2.16434 -0.47629 -1.33578
H8 -0.45301 -2.20079 -1.24556
H9 0.80577 -0.85670 -3.66926
H10 1.16506 -2.40476 -2.89161
H11 2.56465 -1.52850 -1.26883
H12 3.00646 -0.67913 -2.74506
H13 -1.29809 -1.43740 2.19817
H14 -1.82300 -1.63284 0.48313
H15 -2.19041 -0.12168 1.39960
P1 -4.16704 2.62401 -7.24397
P2 -1.99213 4.65080 -6.68157
N1 -4.19033 0.94671 -7.76170
N2 -5.87115 2.92759 -7.67352
N3 -0.42003 4.01639 -7.17294
N4 -1.44258 6.32449 -6.56226
C10 -3.34737 3.35824 -8.74445
C11 -2.76273 4.73321 -8.37240
C12 -3.49785 -0.04242 -7.04114
C13 -3.41698 -1.18291 -7.82304
C14 -4.07432 -0.89894 -9.07032
C15 -4.53284 0.41192 -9.00981
C16 -6.83816 3.15757 -6.68070
C17 -8.03280 3.51927 -7.29184
C18 -7.80280 3.52712 -8.70867
C19 -6.47667 3.15635 -8.91154
C20 0.34007 3.18505 -6.33652
C21 1.45301 2.73976 -7.03860
C22 1.37497 3.29483 -8.35803
C23 0.22314 4.06882 -8.41187
C24 -0.61826 7.08336 -7.40539
C25 -0.77831 8.42866 -7.09045
C26 -1.74581 8.50879 -6.02845
C27 -2.13691 7.21630 -5.72463
H16 -4.03264 3.45891 -9.59602
H17 -2.55154 2.65714 -9.04538
H18 -2.07131 5.08455 -9.14984
H19 -3.56053 5.48930 -8.28057
H20 -3.14063 0.18320 -6.04674
H21 -2.93869 -2.11072 -7.54595
H22 -4.18551 -1.57562 -9.90568
H23 -5.06808 1.00557 -9.73829
H24 -6.56788 3.05146 -5.64061
H25 -8.96157 3.75256 -6.79059
H26 -8.51720 3.77911 -9.48083
H27 -5.91636 3.05428 -9.83047
H28 0.00238 2.99538 -5.32759
H29 2.23269 2.09443 -6.65850
H30 2.07187 3.14830 -9.17198
H31 -0.19097 4.63661 -9.23287
H32 0.01426 6.60763 -8.14104
H33 -0.27600 9.25984 -7.56405
H34 -2.11055 9.40951 -5.55732
H35 -2.83890 6.82296 -5.00463
C28 3.38243 0.00247 2.28202
S1 1.71378 -0.63891 2.22242
O1 1.60886 -1.78310 1.30996
O2 1.21389 -0.79576 3.56290
O3 0.96683 0.53145 1.46196
H36 3.91554 -0.45948 3.12394
H37 3.28346 1.08590 2.44419
H38 3.90366 -0.21549 1.34003



Computed, not measured: a structure of composition C15H12NO6STi, with ωB97M-V/def2-TZVPD.

HOMO level in eV: -11.492
Energy above the lowest of the compared OMol25 structures with the same formula, charge and spin in eV: 0.316
Multiplicity: 1
Charge: +1
Gap between HOMO and LUMO in Eh: 0.237

Element x y z (Å)
Ti1 0.39645 -0.90977 -1.22706
O1 -0.68998 2.21970 1.83212
C1 -0.13101 1.80654 0.70501
O2 1.00499 1.44373 0.56673
C2 -1.05599 1.88475 -0.47976
C3 -2.06844 2.82611 -0.60416
C4 -2.73196 2.93197 -1.81459
C5 -2.33787 2.12906 -2.87978
C6 -1.32757 1.21471 -2.65947
N1 -0.73222 1.06334 -1.47219
C7 -0.66892 0.34059 -3.68262
O3 -0.98619 0.39003 -4.94509
O4 0.22186 -0.40684 -3.30778
H1 -0.03227 2.14298 2.54466
H2 -2.31039 3.46491 0.23305
H3 -3.52830 3.65221 -1.94182
H4 -2.82226 2.23303 -3.84177
H5 -1.68468 1.02717 -5.14923
O5 3.66844 -2.30272 0.42961
C8 2.63853 -1.72111 0.54085
O6 1.99336 -1.22372 -0.56156
C9 1.95459 -1.43236 1.83815
C10 2.79694 -1.40651 2.94733
C11 2.31052 -1.12305 4.21074
C12 0.95557 -0.88526 4.37918
C13 0.10054 -0.93334 3.28903
C14 0.58554 -1.19958 2.01067
S1 -0.67139 -1.29489 0.74963
H6 3.84757 -1.60977 2.79065
H7 2.98141 -1.09709 5.05797
H8 0.55600 -0.67765 5.36319
H9 -0.96367 -0.78531 3.42551
C15 -0.22004 -2.71825 -1.97573
H10 -1.29545 -2.61375 -2.17060
H11 -0.05734 -3.53958 -1.28350
H12 0.30363 -2.89026 -2.91741



Computed, not measured: a structure of composition C30H30N5PtS, with ωB97M-V/def2-TZVPD.

HOMO level (spin up / spin down) in eV: -9.406 / -9.406
Energy above the lowest of the compared OMol25 structures with the same formula, charge and spin in eV: 2.652
Multiplicity: 1
Charge: +1
Gap between HOMO and LUMO (spin up / spin down) in Eh: 0.218 / 0.218

Element x y z (Å)
Pt1 -0.04989 -0.31159 -0.86323
C1 -2.71419 1.43821 -0.04653
N1 -2.41899 0.00731 -0.14053
C2 -3.35229 -0.61979 -1.07393
C3 -2.36069 -0.59019 1.17267
C4 -3.43169 -1.21729 1.77747
C5 -3.28779 -1.81309 3.02517
C6 -2.07269 -1.75869 3.68787
C7 -0.99259 -1.12879 3.10827
C8 -1.10579 -0.54319 1.83787
N2 -0.02729 -0.07329 1.14847
C9 1.15511 0.31251 1.71857
C10 1.20401 1.03101 2.92487
C11 2.40831 1.45331 3.44557
C12 3.59191 1.14821 2.78987
C13 3.56231 0.45581 1.58767
C14 2.36091 0.06281 1.02627
N3 2.27961 -0.64679 -0.23253
C15 3.08211 -0.03889 -1.29043
C16 2.63421 -2.05329 -0.05293
H1 -3.71759 1.59881 0.36647
H2 -1.99009 1.93061 0.60007
H3 -2.66969 1.89131 -1.03753
H4 -4.39599 -0.36019 -0.85633
H5 -3.12459 -0.26429 -2.08093
H6 -3.23949 -1.70239 -1.05393
H7 -4.38999 -1.25889 1.28197
H8 -4.12539 -2.32629 3.46857
H9 -1.96029 -2.23689 4.64807
H10 -0.02989 -1.12989 3.59517
H11 0.27741 1.27561 3.42277
H12 2.42551 2.02981 4.35927
H13 4.53841 1.45401 3.20517
H14 4.49471 0.21381 1.09957
H15 4.15881 -0.14939 -1.12163
H16 2.83631 -0.52929 -2.23333
H17 2.83811 1.02051 -1.36993
H18 3.64781 -2.15669 0.35027
H19 1.93341 -2.52539 0.63497
H20 2.58791 -2.57399 -1.00823
N4 0.15071 1.58531 -1.98153
C17 0.12331 2.68911 -1.63313
C18 0.08061 4.06531 -1.34843
C19 0.07331 4.95131 -2.43213
C20 0.00591 6.31111 -2.20283
C21 -0.05409 6.79301 -0.90523
C22 -0.04189 5.91731 0.17057
C23 0.02771 4.55251 -0.03973
H21 0.11851 4.55491 -3.43413
H22 -0.00369 6.99671 -3.03463
H23 -0.10919 7.85631 -0.73383
H24 -0.09009 6.30951 1.17347
H25 0.04271 3.86501 0.79347
S1 0.74081 -3.54499 -4.28813
C24 0.44271 -1.95949 -3.67273
N5 -0.00599 -1.88899 -2.46373
C25 -0.14509 -3.13699 -1.90533
C26 -0.57059 -3.39919 -0.60523
C27 -0.59969 -4.70299 -0.16933
C28 -0.21829 -5.74929 -1.01343
C29 0.18571 -5.51249 -2.31373
C30 0.22311 -4.19629 -2.75613
H26 0.64741 -1.09289 -4.27393
H27 -0.87619 -2.57179 0.02417
H28 -0.92719 -4.91599 0.83547
H29 -0.24769 -6.76379 -0.64793
H30 0.46721 -6.32739 -2.96283



Computed, not measured: a structure of composition C42H55N5O3S3SeV, with ωB97M-V/def2-TZVPD.

HOMO level (spin up / spin down) in eV: -7.031 / -7.051
Multiplicity: 2
⟨S²⟩: 0.76
Gap between HOMO and LUMO (spin up / spin down) in Eh: 0.250 / 0.267

Element x y z (Å)
V1 -0.33144 -0.20835 1.17061
C1 -2.50399 6.74568 2.04983
C2 -3.56283 5.80382 1.45982
C3 -3.81528 6.16991 -0.01142
C4 -4.86829 6.00341 2.23318
C5 -3.06851 4.36256 1.51884
C6 -1.85518 4.01385 0.93551
C7 -1.47252 2.69115 0.87866
Se1 0.22282 2.17462 0.12088
C8 1.20675 2.61306 1.74302
C9 1.81942 3.81629 1.98782
C10 2.52959 4.00368 3.17415
C11 2.61967 2.93431 4.05232
C12 2.00716 1.69572 3.84760
C13 1.26398 1.55799 2.67220
O1 0.58370 0.47020 2.31465
C14 2.19717 0.61588 4.92213
C15 1.61131 1.13171 6.24567
C16 3.70256 0.34468 5.07431
C17 1.52567 -0.72304 4.59723
C18 3.17981 5.35194 3.46751
C19 2.09850 6.44234 3.48870
C20 4.20665 5.67334 2.37213
C21 3.90225 5.37700 4.81718
C22 -2.29685 1.63450 1.32128
O2 -1.94796 0.40497 0.94076
C23 -3.41704 1.98950 2.10269
C24 -3.77764 3.33867 2.13114
C25 -4.24457 1.03068 2.97161
C26 -4.29448 1.59180 4.40321
C27 -3.64476 -0.37095 3.06098
C28 -5.66079 0.92454 2.38934
H1 -2.85955 7.77694 2.01483
H2 -2.30035 6.48237 3.08855
H3 -1.56777 6.68978 1.49514
H4 -4.18407 7.19462 -0.08766
H5 -2.89977 6.09036 -0.59897
H6 -4.56252 5.50244 -0.44496
H7 -5.19522 7.03906 2.13334
H8 -5.66097 5.36294 1.84407
H9 -4.73061 5.79296 3.29488
H10 -1.19359 4.75713 0.50507
H11 1.74648 4.60112 1.24545
H12 3.18381 3.05466 4.96408
H13 2.13301 2.02156 6.59897
H14 0.55626 1.38071 6.12061
H15 1.69307 0.36286 7.01546
H16 4.24511 1.22716 5.41338
H17 3.86496 -0.45388 5.79964
H18 4.12040 0.03189 4.11645
H19 0.44379 -0.62432 4.51021
H20 1.91994 -1.14812 3.67416
H21 1.73064 -1.42730 5.40556
H22 1.59142 6.52022 2.52685
H23 1.35245 6.22691 4.25503
H24 2.55275 7.40871 3.71448
H25 3.74081 5.70910 1.38763
H26 4.66829 6.64258 2.56886
H27 4.99101 4.91570 2.35254
H28 3.21165 5.18484 5.63943
H29 4.71083 4.64558 4.84650
H30 4.34059 6.36310 4.97390
H31 -4.67223 3.59469 2.67906
H32 -3.28184 1.73050 4.78628
H33 -4.81161 2.54943 4.45631
H34 -4.81558 0.89191 5.05825
H35 -2.61753 -0.34035 3.43002
H36 -4.23114 -0.97539 3.75556
H37 -3.64952 -0.86930 2.09709
H38 -6.15147 1.89845 2.36195
H39 -5.61600 0.53672 1.37034
H40 -6.26838 0.24705 2.99186
N1 -3.48675 1.35402 -2.87654
C29 -2.61293 1.87681 -1.99960
N2 -1.61387 1.04883 -1.82339
C30 -1.92737 -0.00695 -2.63140
N3 -3.06030 0.15590 -3.28843
C31 -1.11514 -1.21317 -2.79761
C32 -1.40525 -2.10895 -3.83243
N4 -0.70397 -3.21402 -4.02035
C33 0.30507 -3.42446 -3.17983
C34 0.61662 -2.52303 -2.17427
N5 -0.09580 -1.42139 -1.96657
H41 -4.35134 1.73104 -3.22227
H42 -2.73844 2.83706 -1.52638
H43 -2.21970 -1.91379 -4.51793
H44 0.88135 -4.33006 -3.32271
H45 1.46186 -2.68315 -1.51776
S1 1.62360 -1.49748 0.78955
C35 1.17424 -3.15194 1.12138
C36 2.13692 -4.15821 1.20944
C37 1.76992 -5.44951 1.54478
C38 0.43387 -5.76027 1.77339
C39 -0.53250 -4.77733 1.65833
C40 -0.17039 -3.47134 1.33219
S2 -1.38385 -2.22290 1.17840
H46 3.17556 -3.90898 1.02970
H47 2.52864 -6.21600 1.63832
H48 0.15148 -6.76962 2.04274
H49 -1.57862 -4.99516 1.83167
C41 4.42429 -0.10849 -1.60362
S3 2.67757 0.39698 -1.66298
C42 2.74101 1.15438 -3.32501
O3 2.62945 1.56326 -0.73142
H50 5.04918 0.77203 -1.73342
H51 4.62903 -0.85755 -2.36748
H52 4.56925 -0.53605 -0.61417
H53 2.93457 0.38622 -4.07233
H54 3.49645 1.93658 -3.34953
H55 1.75444 1.58654 -3.48507



Computed, not measured: a structure of composition C2H8BrMnO2, with ωB97M-V/def2-TZVPD.

HOMO level (spin up / spin down) in eV: -15.489 / -15.431
Energy above the lowest of the compared OMol25 structures with the same formula, charge and spin in eV: 0.775
Multiplicity: 7
Charge: +2
⟨S²⟩: 12.01
Gap between HOMO and LUMO (spin up / spin down) in Eh: 0.148 / 0.090

Element x y z (Å)
Mn1 -1.20446 1.45266 -3.47275
Br1 0.17261 0.72085 -1.32181
C1 2.80244 2.31931 1.22001
O1 1.39171 2.24460 1.24948
H1 3.35402 1.37935 1.20155
H2 3.16955 2.99681 0.44909
H3 3.15124 2.71017 2.17586
H4 0.99603 1.66923 0.59071
C2 -2.47580 -2.91071 -0.25431
O2 -2.37764 -1.51780 -0.11774
H5 -2.45232 -3.44471 0.69564
H6 -3.29292 -3.19097 -0.91904
H7 -1.61730 -3.19135 -0.86449
H8 -1.61716 -1.23745 -0.63221



Computed, not measured: a structure of composition C6H14O2, with ωB97M-V/def2-TZVPD.

HOMO level in eV: -8.083
Energy above the lowest of the compared OMol25 structures with the same formula, charge and spin in eV: 5.912
Multiplicity: 1
Gap between HOMO and LUMO in Eh: 0.328

Element x y z (Å)
C1 0.52038 0.18537 -0.08853
C2 -0.72021 -0.48442 0.20372
C3 1.58750 0.15902 0.98011
C4 0.54146 1.42269 -0.95313
C5 0.74443 -1.30252 -1.18009
C6 -1.94129 -0.52267 -0.67900
O1 -1.21157 0.88239 1.39851
O2 -0.90259 0.38248 2.74211
H1 -0.97293 1.20658 3.24534
H2 -0.65359 -1.29270 0.92713
H3 1.65005 -0.82078 1.45819
H4 1.29760 0.85759 1.77052
H5 2.56391 0.42100 0.56517
H6 1.51871 1.53647 -1.43096
H7 0.35660 2.28856 -0.31347
H8 -0.21941 1.41316 -1.73247
H9 0.22188 -2.25303 -1.09395
H10 1.79088 -1.49919 -0.95183
H11 0.63511 -0.97385 -2.21179
H12 -2.81054 -0.27114 -0.07022
H13 -2.09895 -1.52567 -1.08342
H14 -1.89742 0.19067 -1.50195



Computed, not measured: a cluster of 2 separate species, C4H11N3O in total, with ωB97M-V/def2-TZVPD.

HOMO level in eV: -8.062
Energy above the lowest of the compared OMol25 structures with the same formula, charge and spin in eV: 5.737
Multiplicity: 1
Gap between HOMO and LUMO in Eh: 0.315

Element x y z (Å)
C1 1.05778 1.24780 -1.11210
C2 0.38187 -1.56070 -0.67906
C3 -0.20078 0.55898 -0.65639
N1 -1.27821 0.62924 -1.33511
H1 -2.09500 0.17533 -0.93925
H2 1.20038 1.05340 -2.17320
H3 1.94034 0.89637 -0.57633
H4 0.95922 2.32719 -0.96102
H5 1.11686 -2.30510 -0.36166
H6 0.60845 -1.35009 -1.72332
H7 -0.61464 -1.99061 -0.58282
N2 -0.23648 0.61806 0.95587
N3 -1.51205 0.64204 1.57434
C4 0.55494 -0.79153 1.25997
O1 0.06064 -1.57780 2.03379
H8 0.31837 1.40007 1.30556
H9 -2.19876 0.86323 0.85544
H10 -1.67762 -0.30081 1.92879
H11 1.61467 -0.53505 1.18650



Computed, not measured: a cluster of 8 separate species, C18H54N2O8 in total, with ωB97M-V/def2-TZVPD.

SMILES: COC[C@H](C)N.COC[C@H](C)N.CC(C)O.CC(C)O.CO.CO.CO.CO
HOMO level in eV: -9.330
Energy above the lowest of the compared OMol25 structures with the same formula, charge and spin in eV: 1.393
Multiplicity: 1
Gap between HOMO and LUMO in Eh: 0.366

Element x y z (Å)
C1 2.07301 1.39980 3.51605
O1 0.80562 1.97244 3.24967
C2 -0.16917 1.51820 4.20544
C3 -1.55776 2.06798 3.94853
C4 -1.70637 3.60023 3.91615
N1 -2.58111 1.49876 4.90890
H1 2.56263 1.84006 4.39504
H2 2.70668 1.62524 2.65327
H3 2.07899 0.29255 3.60088
H4 -0.13970 0.40255 4.16741
H5 0.14966 1.82762 5.20316
H6 -1.83116 1.67869 2.96586
H7 -0.88611 3.97881 3.29824
H8 -1.51261 4.00679 4.92138
H9 -2.62895 3.97039 3.55742
H10 -2.45806 1.82096 5.86811
H11 -2.39663 0.48071 4.93324
C5 3.50833 1.26251 -0.64795
O2 2.79614 0.81740 -1.78605
C6 3.61093 0.61772 -2.91521
C7 2.91610 -0.33524 -3.90341
C8 1.59142 0.22441 -4.35606
N2 2.82587 -1.66717 -3.34157
H12 2.70270 1.50314 -0.00353
H13 4.02835 2.27005 -0.87163
H14 4.21124 0.51541 -0.31438
H15 3.76694 1.64194 -3.32096
H16 4.58281 0.17731 -2.56110
H17 3.57550 -0.33433 -4.83356
H18 1.01122 0.55041 -3.49599
H19 1.00788 -0.53077 -4.90702
H20 1.64845 1.03636 -5.06945
H21 2.63024 -2.30493 -4.11613
H22 2.08492 -1.64576 -2.66850
C9 -2.57682 -2.29832 1.67115
C10 -2.38927 -2.62563 3.13930
C11 -2.36951 -4.13126 3.40579
O3 -1.02968 -2.13723 3.32623
H23 -3.43940 -2.76297 1.14458
H24 -1.77991 -2.66403 1.03457
H25 -2.71332 -1.21341 1.57071
H26 -3.06351 -2.10139 3.77475
H27 -2.12815 -4.38458 4.44157
H28 -1.71183 -4.65487 2.73704
H29 -3.41767 -4.48898 3.25451
H30 -0.74731 -2.45255 4.21723
C12 -1.77792 4.23388 -1.50668
C13 -1.07258 3.03065 -0.89384
C14 0.42542 3.13684 -0.86565
O4 -1.52590 2.85153 0.47463
H31 -1.45266 5.23187 -1.34989
H32 -2.82506 4.03196 -1.27519
H33 -1.63710 4.11556 -2.62324
H34 -1.39066 2.09981 -1.42381
H35 0.91528 2.38895 -0.24604
H36 0.62671 4.04312 -0.29524
H37 0.79842 3.11300 -1.88393
H38 -0.72915 2.79500 0.99352
C15 0.09356 -0.39331 -0.21122
O5 0.32420 -0.41577 -1.59891
H39 -0.97033 -0.30686 0.04297
H40 0.53456 -1.27578 0.32451
H41 0.57527 0.47208 0.19826
H42 1.20385 0.00606 -1.68694
C16 -2.32240 -4.19147 -2.14672
O6 -2.30124 -2.91755 -1.49212
H43 -1.82247 -4.80987 -1.41476
H44 -3.37077 -4.48588 -2.34512
H45 -1.76533 -4.15416 -3.10086
H46 -2.39405 -2.26329 -2.21801
C17 3.86533 -2.65066 0.25295
O7 4.42970 -1.86502 -0.81556
H47 4.65653 -2.76738 0.99695
H48 2.94376 -2.18820 0.62288
H49 3.67886 -3.69137 -0.11071
H50 3.79095 -1.96669 -1.56786
C18 -2.20612 -0.39623 -4.36866
O8 -3.59700 -0.64836 -4.15549
H51 -2.08009 0.46184 -5.01595
H52 -1.64906 -0.20540 -3.47242
H53 -1.64351 -1.23481 -4.82873
H54 -3.97064 -1.04907 -4.90680



The calculation returns the following max |F| values, one per record and in order: 3.007, 0.450, 3.276, 4.443, 2.690, 4.620, 1.891, 3.140 eV/Å.